(1)
{"formula": "C5H8O2", "method": "ωB97M-V with the def2-TZVPD basis set", "species": ["C", "C", "O", "C", "C", "C", "O", "H", "H", "H", "H", "H", "H", "H", "H"], "coordinates": [[0.737, 0.712, -1.169], [0.512, -0.360, -0.096], [1.632, -1.186, 0.041], [-0.087, 0.215, 1.207], [-1.511, 0.034, 0.648], [-0.901, -1.033, -0.274], [-1.324, -2.037, -0.776], [1.730, 1.172, -1.056], [0.674, 0.277, -2.170], [0.008, 1.525, -1.093], [2.420, -0.668, -0.171], [0.089, -0.506, 2.012], [0.249, 1.211, 1.500], [-2.310, -0.236, 1.339], [-1.841, 0.890, 0.048]], "charge": 0, "relative_energy_ev": 1.170, "gap_ev": 10.26, "homo_energy_ev": -9.45, "e_lumo_ev": 0.809, "smiles": "C[C@@]1(O)CCC1=O"}

***

(2)
{"formula": "C5H8O2", "method": "ωB97M-V with the def2-TZVPD basis set", "species": ["O", "C", "C", "O", "C", "C", "C", "H", "H", "H", "H", "H", "H", "H", "H"], "coordinates": [[0.420, -1.171, 2.668], [0.575, 0.165, 2.254], [0.839, 0.252, 0.771], [-0.308, -0.273, 0.055], [-0.105, -0.223, -1.249], [-0.997, 0.066, -2.288], [-2.119, -0.419, -2.870], [-0.277, -1.559, 2.121], [1.450, 0.573, 2.775], [-0.296, 0.789, 2.512], [1.726, -0.332, 0.496], [0.969, 1.291, 0.446], [0.945, -0.273, -1.518], [-0.190, 0.942, -2.525], [-2.633, 0.172, -3.649]], "charge": 0, "relative_energy_ev": 6.253, "gap_ev": [7.21, 7.21], "homo_energy_ev": [-7.58, -7.58], "e_lumo_ev": [-0.373, -0.372]}

***

(3)
{"formula": "C5H8O2", "method": "ωB97M-V with the def2-TZVPD basis set", "species": ["C", "C", "C", "C", "C", "O", "O", "H", "H", "H", "H", "H", "H", "H", "H"], "coordinates": [[-0.317, 0.910, 1.041], [-0.443, 1.493, -0.180], [0.433, -0.425, 1.066], [-0.026, 0.903, -1.456], [-0.461, -1.485, 0.325], [0.336, -2.446, -0.217], [-1.658, -1.544, 0.315], [-0.792, 1.307, 1.931], [-0.713, 2.536, -0.177], [1.370, -0.428, 0.594], [0.498, -0.832, 2.043], [-0.168, -0.205, -1.362], [-0.441, 1.497, -2.253], [1.313, -2.223, -0.183], [1.066, 0.943, -1.485]], "charge": 0, "relative_energy_ev": 1.258, "gap_ev": 9.78, "homo_energy_ev": -9.25, "e_lumo_ev": 0.539, "smiles": "C/C=C\\CC(=O)O"}

***

(4)
{"formula": "C5H8O2", "method": "ωB97M-V with the def2-TZVPD basis set", "species": ["O", "C", "C", "C", "O", "C", "C", "H", "H", "H", "H", "H", "H", "H", "H"], "coordinates": [[1.620, 0.820, -0.339], [0.388, 0.390, 0.165], [-0.735, 0.395, -0.853], [-0.797, -0.862, -1.685], [0.112, -1.652, -1.776], [0.100, 0.773, 1.581], [0.417, -0.661, 1.233], [1.970, 0.088, -0.866], [-1.714, 0.573, -0.393], [-0.573, 1.233, -1.546], [-1.748, -1.028, -2.237], [-0.924, 1.019, 1.848], [0.860, 1.350, 2.099], [1.400, -1.034, 1.507], [-0.375, -1.404, 1.263]], "charge": 0, "relative_energy_ev": 1.458, "gap_ev": 10.77, "homo_energy_ev": -9.86, "e_lumo_ev": 0.916, "smiles": "O=CCC1(O)CC1"}

***

(5)
{"formula": "C5H8O2", "method": "ωB97M-V with the def2-TZVPD basis set", "species": ["O", "C", "C", "C", "O", "C", "C", "H", "H", "H", "H", "H", "H", "H", "H"], "coordinates": [[2.481, 0.581, 0.989], [1.135, 0.753, 0.661], [0.878, 0.908, -0.798], [-1.005, -0.654, 0.051], [-1.336, -1.149, 1.280], [-1.860, -0.485, -0.958], [0.446, -0.351, -0.094], [2.537, 0.026, 1.776], [0.539, 1.331, 1.368], [0.077, 1.583, -1.082], [1.745, 0.859, -1.453], [-2.283, -1.353, 1.276], [-2.915, -0.724, -0.871], [-1.505, -0.096, -1.907], [1.066, -1.229, -0.238]], "charge": 0, "relative_energy_ev": 1.827, "gap_ev": 9.77, "homo_energy_ev": -8.95, "e_lumo_ev": 0.819, "smiles": "C=C(O)[C@H]1C[C@@H]1O"}

***

(6)
{"formula": "C5H8O2", "method": "ωB97M-V with the def2-TZVPD basis set", "species": ["O", "C", "C", "C", "C", "C", "O", "H", "H", "H", "H", "H", "H", "H", "H"], "coordinates": [[2.921, 0.169, 0.082], [1.982, -0.432, -0.654], [0.031, -0.127, 0.463], [-0.732, 1.028, -0.219], [-1.947, 0.097, -0.468], [-1.171, -1.016, 0.242], [-1.406, -2.172, 0.487], [3.332, -0.493, 0.656], [1.004, -0.930, -0.108], [1.637, 0.286, -1.405], [0.404, 0.002, 1.483], [-0.945, 1.870, 0.446], [-0.274, 1.421, -1.131], [-2.189, -0.120, -1.514], [-2.868, 0.378, 0.053]], "charge": 0, "relative_energy_ev": 5.020, "gap_ev": 8.21, "homo_energy_ev": -8.14, "e_lumo_ev": 0.070}